No. 1
An isolated molecule of C6H4N4 in a non-equilibrium geometry, computed with ωB97M-V/def2-TZVPD.

Summary:
* net charge: 0
* energy relative to the best compared isomer or geometry (same formula, charge and spin): 0.00 kcal/mol
* orbital gap: 8.39 eV
* HOMO energy: -9.6044 eV
* SMILES string: c1cnc2nccnc2n1
* lowest unoccupied orbital energy: -1.2 eV

```
14
Properties=species:S:1:pos:R:3:forces:R:3:nbo_charge:R:1
N -0.2315 1.2293 1.3184 -0.055 -0.420 3.396 -0.34
N 0.5482 -1.5020 0.9513 0.619 1.276 0.272 -0.34
N -0.6893 1.3983 -0.9005 -0.542 0.410 -1.523 -0.34
N -0.0052 -1.2959 -1.3022 0.375 1.535 -1.323 -0.33
C 0.0865 -0.6927 -0.0658 -1.349 -1.885 -0.910 0.26
C -0.2824 -0.4646 -2.3454 0.572 -1.684 1.466 0.00
C 0.2130 0.4671 2.3253 1.123 -0.244 -1.533 0.02
C 0.7039 -0.8719 2.0993 -0.447 0.552 -1.005 0.02
C -0.3744 0.6338 0.1270 1.914 -0.916 0.225 0.24
C -0.6128 0.8482 -2.1026 -0.868 1.355 1.295 0.00
H 1.3593 -1.2599 2.8827 -0.605 -0.630 -0.138 0.20
H -0.2646 -0.7196 -3.4285 0.052 -0.797 1.166 0.21
H 0.5135 0.7741 3.3461 -0.910 0.937 -0.791 0.20
H -0.9643 1.4559 -2.9052 0.120 0.512 -0.598 0.20
```
Positions in Å, forces in eV/Å.

No. 2
A structure of composition C35H24F4N5OS4Ti in a non-equilibrium geometry, computed with ωB97M-V/def2-TZVPD.

Summary:
* net charge: -1
* energy relative to the best compared isomer or geometry (same formula, charge and spin): 29.47 kcal/mol
* orbital gap (spin up / spin down): 4.92 / 4.91 eV
* HOMO energy (spin up / spin down): -4.5075 / -4.5071 eV
* lowest unoccupied orbital energy (spin up / spin down): 0.4 / 0.4 eV

```
74
Properties=species:S:1:pos:R:3:forces:R:3:lowdin_charge:R:1
Ti 0.3099 0.3612 -0.8552 -0.546 1.255 -0.201 0.73
S -1.1736 -0.9079 3.0520 -0.054 -0.038 -0.005 0.47
S -2.1182 -0.3347 -1.5369 0.140 -0.099 0.041 0.99
S -0.7698 1.4760 0.8298 0.344 -0.205 -0.397 0.71
S 2.0395 -0.2598 2.2240 -0.149 -0.044 -0.017 0.94
F 3.8583 1.2203 -5.5244 -0.016 -0.012 0.015 0.11
F 0.6464 -0.9342 -2.7882 0.180 -0.049 0.026 -0.01
F 2.4387 -2.6584 -2.0490 -0.004 0.007 0.010 0.09
F 5.7041 -0.4142 -4.6530 -0.012 -0.005 0.029 0.10
O 1.9080 1.0359 -0.7530 -0.158 -0.076 0.440 -0.30
N 7.6272 -2.6594 -3.5139 -0.008 -0.052 -0.034 0.11
N 0.2502 -1.6163 -0.0312 -0.027 -0.508 -0.001 0.03
N -0.2023 1.6868 -2.4435 0.235 -0.186 0.196 0.05
N 0.7889 2.3787 -6.8163 0.005 0.014 -0.005 0.12
N 4.7801 -3.5973 -0.3808 -0.004 0.075 0.063 0.13
C 6.5416 -2.5413 -3.1353 -0.011 0.070 0.034 -0.26
C 0.9985 -3.5397 5.1945 0.055 -0.018 0.013 -0.11
C 2.8694 -1.6746 -2.8610 0.035 -0.022 -0.013 -0.16
C 4.9807 -3.0693 -1.3920 -0.018 -0.128 -0.098 -0.25
C 2.4507 2.9807 0.5348 0.042 0.040 0.041 -0.04
C 1.3908 -3.5739 0.7566 0.025 0.021 -0.039 0.00
C -2.4571 1.6277 0.3554 0.054 0.032 0.030 -0.60
C 3.1205 2.7594 -1.8797 0.033 0.060 0.004 -0.01
C 2.5279 -1.3893 0.8761 0.039 -0.084 0.004 -0.39
C 1.3498 -2.2140 0.4821 0.009 -0.009 0.064 -0.31
C -5.1560 1.9920 -0.3030 0.006 0.008 0.007 -0.08
C 5.2261 -2.4251 -2.6258 0.078 0.023 0.054 -0.22
C 2.3291 -3.2388 4.9024 -0.033 -0.005 0.001 -0.12
C 0.1891 -1.7642 3.7046 0.125 -0.047 0.076 -0.76
C 0.9550 1.8666 -5.7952 -0.022 -0.090 -0.018 -0.23
C 1.5469 -1.4900 3.4212 -0.007 -0.040 -0.079 -0.55
C 1.9230 -0.8009 -3.3349 -0.093 0.023 -0.006 -0.13
C -4.3871 1.0813 -1.0075 0.015 -0.001 -0.005 -0.09
C 4.2225 1.3269 -0.1470 0.077 0.053 -0.004 -0.02
C -0.0270 -2.8215 4.6211 -0.066 0.035 -0.043 -0.15
C 2.5841 -2.2072 4.0210 -0.009 -0.011 0.002 -0.14
C 2.9447 2.0431 -0.5512 -0.127 -0.129 -0.232 -0.61
C 3.4852 0.2583 -4.6683 0.011 0.009 -0.021 -0.17
C 4.4594 -0.5963 -4.1907 0.029 0.025 0.000 -0.15
C 0.2876 -4.3528 0.5000 -0.002 -0.022 -0.006 0.00
C -3.2485 2.5299 1.0674 -0.023 -0.009 -0.021 -0.10
C -0.8637 -3.7358 0.0414 -0.007 0.001 0.046 0.00
C 1.1388 1.2410 -4.5430 -0.024 0.091 -0.002 -0.19
C -4.5812 2.7071 0.7399 -0.008 0.006 0.007 -0.07
C 4.2231 -1.5892 -3.2179 -0.084 0.019 -0.054 -0.07
C -2.1880 -1.7022 -0.3498 -0.007 -0.001 0.001 -0.36
C -0.8652 -2.3741 -0.1709 -0.003 -0.020 0.088 -0.33
C 2.1578 0.2215 -4.2385 0.080 -0.018 0.017 -0.09
C -3.0520 0.8937 -0.6720 -0.021 0.001 -0.014 -0.52
C 0.3642 1.5674 -3.4672 -0.075 -0.007 -0.020 -0.17
H -2.4489 -1.2913 0.6313 0.030 0.032 0.045 0.05
H 1.5155 3.4547 0.2365 0.000 0.004 -0.018 0.08
H 3.3327 -2.0480 1.1937 0.010 0.010 0.014 0.07
H 0.7641 -4.3425 5.8846 -0.001 0.001 0.001 0.09
H -6.1954 2.1394 -0.5628 -0.002 -0.001 0.000 0.10
H -1.7811 -4.2890 -0.0991 0.002 -0.010 0.000 0.12
H 2.2913 2.4415 1.4690 -0.004 0.019 -0.028 0.05
H 2.9038 -0.7989 0.0474 -0.024 0.015 0.036 0.04
H 3.1994 3.7569 0.7034 -0.001 0.001 0.002 0.10
H -1.0562 -3.0572 4.8613 0.005 -0.002 0.003 0.08
H -2.9432 -2.4221 -0.6559 -0.022 0.017 0.001 0.09
H -2.8037 3.0896 1.8792 0.012 -0.004 -0.001 0.11
H -5.1756 3.4144 1.3037 -0.005 -0.001 -0.003 0.11
H 3.6062 -1.9445 3.7729 0.005 0.003 0.000 0.10
H -4.8139 0.5082 -1.8204 -0.001 -0.002 -0.001 0.11
H 4.5073 0.5824 -0.8935 -0.007 -0.007 -0.007 0.09
H 0.3086 -5.4182 0.6871 -0.002 0.000 -0.003 0.12
H 5.0257 2.0628 -0.0822 0.011 -0.011 -0.010 0.10
H 3.4219 2.0584 -2.6580 0.005 -0.005 0.007 0.08
H 4.1251 0.8495 0.8279 0.011 0.024 -0.020 0.06
H 3.1424 -3.7922 5.3531 0.000 0.000 0.005 0.09
H 2.3101 -3.9903 1.1419 -0.001 -0.003 0.007 0.12
H 3.9009 3.5154 -1.7789 -0.007 0.004 -0.008 0.10
H 2.1965 3.2514 -2.1822 -0.015 -0.014 0.005 0.09
```
Positions in Å, forces in eV/Å.

No. 3
A structure of composition H29O14 in a non-equilibrium geometry, computed with ωB97M-V/def2-TZVPD.

Summary:
* net charge: +1
* energy relative to the best compared isomer or geometry (same formula, charge and spin): 170.29 kcal/mol
* orbital gap: 9.70 eV
* HOMO energy: -12.7715 eV
* lowest unoccupied orbital energy: -3.1 eV

```
43
Properties=species:S:1:pos:R:3:forces:R:3:nbo_charge:R:1
O 3.0307 0.1098 -1.0741 2.649 -2.652 0.868 -1.00
O -0.9309 -0.5422 1.0566 2.667 -1.048 1.453 -0.91
O -1.7273 -0.4297 -2.2607 0.824 1.567 -2.920 -1.00
O 1.4376 0.3654 1.2758 1.646 1.907 0.297 -0.99
O -2.0106 -1.5541 2.9282 -1.678 2.437 1.984 -0.85
O -1.4294 1.8697 4.0673 -0.141 0.158 -8.133 -0.92
O 1.2298 -1.8118 -3.3707 2.097 0.932 1.218 -0.92
O -0.3437 1.5654 -2.2863 -0.405 4.104 -0.016 -0.95
O -3.3252 0.7528 1.3119 -0.030 0.379 -0.078 -0.97
O 2.4524 1.1176 -3.4745 0.961 0.596 -1.318 -0.93
O -0.3230 2.1356 0.4546 0.871 1.556 2.587 -1.00
O 2.4282 3.4509 1.2142 0.854 1.431 0.118 -0.98
O 0.0774 -5.1706 0.2557 -0.166 -8.282 0.785 -0.93
O -0.7792 -2.6006 -0.1581 -8.972 4.844 6.324 -0.96
H 2.6723 4.4139 1.4152 -0.407 -2.201 -0.438 0.50
H -1.3947 2.7800 4.2310 0.072 3.085 -1.341 0.47
H 3.1902 3.0708 0.7326 -0.441 0.538 0.309 0.49
H -1.9382 -0.7592 3.6684 -0.947 -2.943 -2.512 0.54
H -1.2464 0.3053 -2.8458 -0.374 -0.962 3.237 0.51
H 1.8137 1.3070 1.4505 -0.315 -2.586 -0.360 0.51
H -3.5250 0.7683 2.2687 0.064 0.912 -0.938 0.48
H -1.4086 -1.8781 -0.6036 2.250 -2.315 1.208 0.52
H 2.9590 1.9372 -3.3830 -0.230 0.188 0.833 0.48
H 3.8164 -0.5728 -0.9742 -2.350 2.067 0.061 0.49
H -1.2281 0.2941 0.7027 -0.131 0.876 0.242 0.54
H 2.0023 -1.7395 -3.9665 -0.788 -0.376 -0.160 0.46
H -1.4272 1.7404 4.9018 0.019 -3.391 9.520 0.45
H -0.7318 -5.3453 0.7146 -0.492 0.629 0.162 0.48
H -0.4492 1.6490 -1.3133 0.305 -0.606 -0.364 0.50
H -1.3932 -1.0173 2.0811 0.104 0.375 -1.661 0.51
H 1.6958 -1.4391 -2.5600 -1.415 -0.627 -1.032 0.46
H 0.3933 1.9799 1.2242 -2.892 0.813 -2.785 0.51
H 2.6858 0.9995 -4.4136 -0.588 -0.721 0.195 0.48
H -0.6243 2.5278 -2.5126 0.869 -2.393 0.006 0.47
H -1.9960 -0.7513 -3.1262 -1.131 -1.804 0.211 0.47
H -0.2535 -2.8192 -0.7593 6.844 -2.986 -8.533 0.44
H 1.7286 0.1406 0.3668 0.514 0.408 0.073 0.53
H 0.2573 -4.3462 0.1059 0.784 7.182 -0.740 0.45
H -3.3393 1.6549 0.9059 -0.238 -1.107 1.074 0.50
H 2.9736 0.1749 -2.0327 -0.407 0.600 -0.613 0.50
H 0.1320 -0.5701 1.1265 -3.131 0.746 -0.217 0.55
H -0.7006 3.0634 0.5706 0.969 -1.795 -0.043 0.49
H -2.9577 -1.6346 2.5048 2.307 0.467 1.439 0.55
```
Positions in Å, forces in eV/Å.